Computed, not measured: a cluster of 2 separate species, C9H17N4 in total at a distorted geometry, with wB97M-V/def2-TZVPD.

Each line ends with the Löwdin charge.
Positions of all 30 atoms, in Å:
C  -2.7394  -0.3867  1.8414  -0.116
C  -1.7983  1.4785  2.6414  -0.117
C  -0.8520  0.4023  1.0156  -0.203
C  0.7959  -1.3882  -2.5159  -0.023
C  1.4284  -1.4891  1.5550  -0.113
C  -0.4207  2.0464  -1.6350  -0.044
C  -0.0264  -0.9796  -1.2490  -0.187
C  1.7695  -0.5203  0.4546  -0.201
C  0.7625  1.3601  -0.8843  -0.237
N  -2.8451  0.7024  2.5483  0.115
N  -1.6685  -0.5990  1.0236  0.157
N  -0.7385  1.4236  1.7838  0.187
N  0.6351  0.0182  -0.3600  -0.173
H  -3.6326  -1.1878  1.8186  0.185
H  -1.8499  2.3820  3.3644  0.169
H  1.8879  -1.5783  -2.2568  0.104
H  0.4774  -2.3220  -2.7756  0.048
H  0.6815  -0.7184  -3.2874  0.049
H  2.2419  -2.0785  2.1324  0.118
H  0.7561  -1.0643  2.3334  0.066
H  0.8490  -2.4707  1.2023  0.114
H  -0.2061  3.1517  -1.6913  0.112
H  -0.5683  1.8469  -2.6749  0.073
H  -1.2176  1.8066  -0.9859  0.041
H  -0.3017  -1.8996  -0.6719  0.118
H  -1.0497  -0.5603  -1.4831  0.132
H  2.4267  -0.9586  -0.4270  0.154
H  2.2983  0.3625  1.0321  0.164
H  1.3130  1.9939  -0.1085  0.141
H  1.5915  1.2261  -1.7405  0.168

Forces on atoms 1 to 3 (eV/Å):
C -1.2 -1.9 -1.6
C 0.2 2.8 0.0
C 1.4 -2.0 -0.8

Computed properties:
HOMO-LUMO gap: 9.8 eV
HOMO level: -13.86 eV
Net charge: +1
F_max: 5.7 eV/Å